#P
The following is a DFT calculation (ωB97M-V with the def2-TZVPD basis set) of a single C6H9N molecule.

Each line ends with the Mulliken charge.
Atoms and positions in Å:
C: 2.25469 0.28589 0.06829  -1.087
C: 1.10621 -0.18660 0.96991  -0.541
C: -0.22947 -0.07060 0.30060  0.591
C: -0.65791 -0.96423 -0.73802  -0.520
C: -1.90299 -0.57039 -1.11531  -0.579
N: -2.24673 0.52861 -0.38035  -0.007
C: -1.24872 0.80215 0.51663  -0.765
H: 3.10080 0.72073 0.60985  0.332
H: 2.65390 -0.52328 -0.54105  0.286
H: 1.90602 1.04170 -0.63467  0.338
H: 1.22141 -1.23278 1.26120  0.294
H: 1.14358 0.36259 1.91218  0.322
H: -0.07740 -1.78238 -1.13731  0.373
H: -2.57126 -0.95605 -1.87008  0.388
H: -3.18073 0.90152 -0.40825  0.202
H: -1.27141 1.64313 1.18639  0.372

Output
Kohn-Sham gap: 9.288 eV
Lowest unoccupied orbital energy: 1.06 eV
HOMO: -8.23 eV



#Q
The following is a DFT calculation (ωB97M-V with the def2-TZVPD basis set) of a single C6H9N molecule.

Each line ends with the Mulliken charge.
Atoms and positions in Å:
C: -1.87353 -0.32102 -0.74142  -0.561
C: -0.39446 -0.20917 -0.96237  -0.026
N: -1.59323 0.86919 -1.41078  -0.586
C: 0.27575 1.32919 -0.58895  -0.510
C: 0.50474 0.12741 0.18394  0.450
C: 0.46353 -0.26710 1.60984  -0.673
C: 1.64079 -0.65038 0.72821  -0.575
H: -2.23482 -0.33107 0.29770  0.233
H: -2.25052 -1.16840 -1.33304  0.315
H: 0.05703 -0.70604 -1.81666  0.456
H: -0.28761 2.15390 -0.18273  0.194
H: 0.97835 1.57733 -1.38140  0.279
H: -0.22431 -1.05621 1.90331  0.260
H: 0.62294 0.49490 2.36885  0.243
H: 2.58933 -0.14938 0.89514  0.238
H: 1.72601 -1.69315 0.43036  0.262

Output
Kohn-Sham gap: 8.488 eV
Lowest unoccupied orbital energy: 0.94 eV
HOMO: -7.55 eV



#R
The following is a DFT calculation (ωB97M-V with the def2-TZVPD basis set) of a molecular structure, C6H9N.

Each line ends with the Mulliken charge.
Atoms and positions in Å:
C: -0.39839 1.19545 -1.56226  -0.890
N: -0.11844 1.06401 -0.14210  -0.097
C: -0.97306 0.26998 0.72259  -0.631
C: -0.45563 -1.18404 0.78498  -0.220
C: 0.76594 -1.22921 -0.11653  -0.555
C: 1.00315 0.23619 0.34376  -0.379
C: 0.15479 -0.08611 1.61994  -0.374
H: -1.00702 0.38274 -1.98496  0.303
H: 0.54358 1.24595 -2.12037  0.309
H: -0.92661 2.14150 -1.73040  0.307
H: -1.99796 0.53390 0.96419  0.383
H: -1.07555 -2.00599 1.13050  0.404
H: 0.64343 -1.43174 -1.18817  0.272
H: 1.53616 -1.88534 0.30258  0.303
H: 1.99662 0.68648 0.29629  0.440
H: 0.30898 0.06624 2.67997  0.424

Output
Kohn-Sham gap: 9.478 eV
Lowest unoccupied orbital energy: 1.17 eV
HOMO: -8.30 eV



#S
The following is a DFT calculation (ωB97M-V with the def2-TZVPD basis set) of a single C6H9N molecule.

Each line ends with the Mulliken charge.
Atoms and positions in Å:
H: -2.71834 -0.12080 -0.04315  0.248
N: -1.99110 -0.71431 0.36492  -0.722
C: -0.95929 -0.02072 0.63244  0.698
C: -0.82181 1.46956 0.42119  -1.246
C: 0.23016 -0.71791 1.25825  -0.537
C: 1.45294 -0.72864 0.35953  -0.561
C: 1.33690 -0.58973 -0.93458  0.211
C: 1.07693 -0.45362 -2.20626  -0.614
H: 0.16049 1.72192 0.01022  0.321
H: -0.91367 1.98258 1.38638  0.332
H: -1.59500 1.85418 -0.25084  0.369
H: -0.06602 -1.74873 1.47901  0.295
H: 0.47640 -0.22914 2.21010  0.336
H: 2.42672 -0.90385 0.81504  0.372
H: 1.08322 0.51922 -2.69141  0.258
H: 0.82146 -1.32001 -2.81082  0.240

Output
Kohn-Sham gap: 10.586 eV
Lowest unoccupied orbital energy: 0.99 eV
HOMO: -9.60 eV



Relative energies, kJ/mol: #P 0.0; #Q 560.1; #R 286.7; #S 170.6.



#P
The following is a DFT calculation (ωB97M-V with the def2-TZVPD basis set) of a single C6H9N molecule.

Each line ends with the Mulliken charge.
Atoms and positions in Å:
C: -2.59377 -0.51716 -0.35654  -1.165
C: -1.20864 0.00337 -0.06442  0.690
C: -0.84643 1.31524 0.32674  -0.819
N: 0.57447 1.19917 0.52105  -0.105
C: 1.05741 -0.00300 0.19808  0.307
C: 2.52085 -0.28528 0.17058  -1.156
C: -0.04145 -0.78645 -0.12324  -0.427
H: -3.34996 0.25837 -0.21122  0.305
H: -2.85437 -1.35626 0.30643  0.281
H: -2.67123 -0.89220 -1.38332  0.292
H: -0.36665 2.01218 -0.43672  0.242
H: 1.04761 1.96521 0.97280  0.276
H: 2.97234 -0.09514 1.14869  0.314
H: 2.69307 -1.32939 -0.09172  0.296
H: 3.04317 0.33931 -0.56717  0.289
H: 0.02358 -1.82795 -0.41002  0.380

Output
Kohn-Sham gap: 8.838 eV
Lowest unoccupied orbital energy: 0.93 eV
HOMO: -7.90 eV



#Q
The following is a DFT calculation (ωB97M-V with the def2-TZVPD basis set) of a single C6H9N molecule.

Each line ends with the Mulliken charge.
Atoms and positions in Å:
C: -1.33949 1.51038 -0.16960  -1.298
C: -0.08255 0.71215 -0.06640  -0.076
C: 0.13925 -0.60041 0.08777  0.968
C: -0.84756 -1.71837 0.20749  -1.234
C: 1.62971 -0.75901 0.11485  -0.428
C: 2.26905 0.59525 -0.00805  -0.728
N: 1.19158 1.36295 -0.13743  0.142
H: -2.21328 0.85413 -0.12915  0.282
H: -1.38318 2.07011 -1.11212  0.325
H: -1.42529 2.23398 0.65083  0.314
H: -0.68043 -2.47721 -0.56754  0.289
H: -1.87923 -1.36431 0.11088  0.295
H: -0.75859 -2.22621 1.17630  0.284
H: 2.04736 -1.36918 0.91106  0.409
H: 2.06804 -1.18638 -0.79624  0.256
H: 1.26462 2.36215 -0.27264  0.201

Output
Kohn-Sham gap: 9.153 eV
Lowest unoccupied orbital energy: 0.91 eV
HOMO: -8.24 eV



Relative energies, kJ/mol: #P 51.2; #Q 0.0.



#P
The following is a DFT calculation (ωB97M-V with the def2-TZVPD basis set) of a molecular structure, C6H9N.

Each line ends with the Mulliken charge.
Atoms and positions in Å:
C: -1.42267 -0.54888 1.86766  -0.934
N: -0.43547 -0.34620 0.83540  -0.008
C: 0.95031 -0.42946 0.88695  -0.674
C: 1.48749 0.38788 -1.49309  -0.511
C: -0.05728 0.25382 -1.64616  -0.779
C: -0.31686 0.70481 -0.16762  -0.127
C: 1.18887 0.58077 -0.00463  0.145
H: -1.49921 -1.62336 2.06866  0.294
H: -2.39434 -0.20946 1.49900  0.351
H: -1.19791 -0.02574 2.80703  0.314
H: 1.52668 -1.24581 1.32024  0.395
H: 2.05833 -0.50915 -1.74694  0.269
H: -0.39506 -0.77084 -1.81879  0.261
H: -0.50764 0.92268 -2.38485  0.315
H: -0.90158 1.61324 -0.00332  0.454
H: 1.91634 1.24569 -2.01951  0.236

Output
Kohn-Sham gap: 8.762 eV
Lowest unoccupied orbital energy: 1.05 eV
HOMO: -7.71 eV



#Q
The following is a DFT calculation (ωB97M-V with the def2-TZVPD basis set) of a single C6H9N molecule.

Each line ends with the Mulliken charge.
Atoms and positions in Å:
C: -1.41708 -0.52109 -1.11254  -1.453
C: -0.30832 0.11965 -0.34621  1.292
C: 0.84701 0.88298 -0.84102  -0.985
C: 1.06817 -0.47957 -0.19494  -0.368
C: 0.80508 -0.53734 1.32607  -0.326
N: 0.67703 0.73133 1.96505  -0.596
C: -0.45345 0.29082 1.18280  -0.499
H: -1.72612 -1.45901 -0.62769  0.312
H: -1.07537 -0.76999 -2.12152  0.347
H: -2.29003 0.13266 -1.17725  0.361
H: 0.96188 0.87606 -1.92006  0.276
H: 1.13297 1.82961 -0.38323  0.167
H: 1.52456 -1.27322 -0.77877  0.367
H: 0.40660 -1.41643 1.79083  0.393
H: 1.22557 1.45000 1.50753  0.275
H: -1.37849 0.14352 1.73096  0.438

Output
Kohn-Sham gap: 9.070 eV
Lowest unoccupied orbital energy: 1.07 eV
HOMO: -8.00 eV



#R
The following is a DFT calculation (ωB97M-V with the def2-TZVPD basis set) of a single C6H9N molecule.

Each line ends with the Mulliken charge.
Atoms and positions in Å:
C: -2.10827 -2.12345 1.33879  -1.203
C: -1.05874 -1.10604 1.28864  0.800
C: -0.18851 -0.27865 1.18284  -0.280
C: 0.88545 0.64401 0.79749  -0.873
C: 1.23007 0.35014 -0.65045  0.049
C: 0.44285 0.95692 -1.73910  -0.447
N: 1.80117 1.42519 -1.44727  -0.635
H: -2.75216 -2.04088 0.45633  0.280
H: -2.73659 -2.02122 2.22842  0.292
H: -1.67175 -3.12783 1.34258  0.288
H: 1.76677 0.52089 1.43856  0.285
H: 0.56836 1.68974 0.88673  0.300
H: 1.59205 -0.66404 -0.81873  0.410
H: -0.34562 1.66569 -1.49416  0.216
H: 0.26183 0.36732 -2.63526  0.269
H: 2.45759 1.04895 -2.12527  0.248

Output
Kohn-Sham gap: 10.440 eV
Lowest unoccupied orbital energy: 1.00 eV
HOMO: -9.44 eV



Relative energies, kJ/mol: #P 94.8; #Q 130.1; #R 0.0.